Entry 1:
ORCA calculation (the ωB97M-V functional and the def2-TZVPD basis) on a structure of composition C5H16NO3 at a distorted geometry.

Last column: natural (NBO) charge in e.
Atoms and positions in Å:
1 C 1.31 -0.20 1.56  -0.42
2 C 1.04 -0.96 2.87  -0.61
3 C -0.01 0.32 0.97  -0.23
4 N 0.15 0.78 -0.43  -0.69
5 C -1.04 0.94 -1.12  -0.25
6 C -1.35 -0.13 -2.24  -0.02
7 O -1.92 -1.23 -1.74  -0.87
8 H 1.83 -0.88 0.76  0.22
9 H 2.02 0.60 1.76  0.20
10 H 1.44 -0.32 3.66  0.19
11 H 1.76 -1.85 2.86  0.20
12 H 0.08 -1.36 3.15  0.21
13 H -0.68 -0.64 0.89  0.21
14 H -0.64 1.08 1.47  0.18
15 H 0.78 0.02 -0.80  0.39
16 H -1.95 0.83 -0.54  0.19
17 H -1.23 2.00 -1.55  0.14
18 H -0.36 -0.28 -2.66  0.11
19 H -2.03 0.30 -2.81  0.13
20 H 1.11 2.39 0.28  0.50
21 H 0.93 3.20 1.52  0.45
22 O 1.51 3.17 0.75  -0.98
23 H -0.19 -3.27 -1.39  0.43
24 H -1.00 -1.99 -1.15  0.49
25 O 0.08 -2.58 -0.85  -1.14

ΔE to the lowest compared entry with this formula, charge and spin = 2.0977 eV
Charge = -1
Electronic energy = -480.53763 a.u.
Orbital gap = 7.54 eV

Entry 2:
ORCA calculation (the ωB97M-V functional and the def2-TZVPD basis) on a cluster of 3 separate species, C5H16O2 in total at a distorted geometry.

Last column: natural (NBO) charge in e.
Atoms and positions in Å:
1 C -0.10 2.66 -1.65  -0.63
2 C 0.74 1.50 -0.99  -0.46
3 C 1.38 0.60 -2.08  -0.41
4 C 0.45 0.11 -3.19  -0.40
5 C -0.95 -0.38 -2.82  -0.65
6 H -0.07 3.52 -0.99  0.21
7 H -1.08 2.19 -1.70  0.21
8 H 0.21 2.80 -2.68  0.19
9 H -0.03 0.93 -0.47  0.19
10 H 1.52 1.74 -0.27  0.20
11 H 1.99 1.34 -2.61  0.18
12 H 2.02 -0.14 -1.61  0.21
13 H 0.32 0.88 -3.96  0.18
14 H 0.95 -0.70 -3.74  0.20
15 H -1.60 0.32 -2.30  0.20
16 H -1.48 -0.63 -3.75  0.20
17 H -0.88 -1.26 -2.18  0.21
18 H -3.48 0.28 5.87  0.44
19 H -2.73 -0.54 4.84  0.33
20 O -3.38 0.19 4.92  -1.14
21 H 1.65 -4.00 3.33  0.35
22 H 1.91 -4.37 4.78  0.41
23 O 2.32 -3.91 4.03  -1.24

ΔE to the lowest compared entry with this formula, charge and spin = 0.6664 eV
Charge = -1
2S+1 = 2
Expectation value of S² = 0.750
Electronic energy = -350.50790 a.u.
Orbital gap (alpha / beta) = 1.97 / 10.72 eV

Entry 3:
ORCA calculation (the ωB97M-V functional and the def2-TZVPD basis) on a cluster of 5 separate species, C5H16O7 in total at a distorted geometry.

Last column: natural (NBO) charge in e.
Atoms and positions in Å:
1 C 1.56 -4.31 1.74  -0.11
2 C 1.31 -4.13 3.19  -0.11
3 O 0.14 -3.27 3.10  -0.49
4 C 0.24 -2.55 1.94  0.97
5 O -0.52 -1.60 1.61  -0.64
6 O 1.13 -3.09 1.18  -0.47
7 H 0.99 -5.06 1.21  0.20
8 H 2.63 -4.29 1.52  0.21
9 H 2.12 -3.64 3.71  0.20
10 H 0.87 -5.02 3.64  0.22
11 O 0.89 0.91 -2.93  -0.96
12 H 1.30 1.66 -3.36  0.48
13 H 0.96 0.20 -3.57  0.49
14 O 1.27 0.69 -0.03  -0.98
15 H 1.21 0.73 -0.98  0.49
16 H 0.65 0.01 0.23  0.49
17 O 1.56 1.73 2.55  -0.96
18 H 1.55 1.50 1.61  0.49
19 H 1.76 0.90 2.99  0.46
20 C -1.72 3.15 -1.33  -0.66
21 C -2.53 3.03 -2.65  -0.12
22 O -3.79 3.58 -2.57  -0.21
23 H -1.03 2.34 -1.11  0.29
24 H -2.40 3.37 -0.51  0.27
25 H -1.14 4.07 -1.33  0.28
26 H -2.67 1.97 -2.86  0.34
27 H -2.19 3.57 -3.54  0.29
28 H -4.15 3.56 -3.46  0.51

ΔE to the lowest compared entry with this formula, charge and spin = 0.0000 eV
Charge = +1
2S+1 = 2
Expectation value of S² = 0.754
Electronic energy = -726.38956 a.u.
Orbital gap (alpha / beta) = 8.38 / 2.19 eV

Entry 4:
ORCA calculation (the ωB97M-V functional and the def2-TZVPD basis) on a cluster of 2 separate species, C5H17N2O in total at a distorted geometry.

Last column: natural (NBO) charge in e.
Atoms and positions in Å:
1 N 0.93 -1.23 -0.76  -0.68
2 C 1.47 0.18 -0.90  -0.04
3 C 1.81 0.43 -2.36  -0.66
4 C 0.52 1.21 -0.29  -0.25
5 N 0.27 0.76 1.07  -0.67
6 C -1.19 0.88 1.41  -0.21
7 C -1.51 0.86 2.91  -0.64
8 H 1.47 -1.77 -0.09  0.45
9 H -0.05 -1.19 -0.44  0.47
10 H 0.91 -1.76 -1.64  0.44
11 H 2.43 0.12 -0.39  0.22
12 H 2.42 1.33 -2.44  0.25
13 H 0.91 0.61 -2.96  0.22
14 H 2.31 -0.32 -2.99  0.24
15 H 0.96 2.21 -0.40  0.23
16 H -0.44 1.29 -0.80  0.22
17 H 0.76 1.22 1.83  0.38
18 H -1.55 1.77 0.92  0.18
19 H -1.72 0.09 0.83  0.17
20 H -2.43 0.40 3.23  0.24
21 H -1.65 1.89 3.24  0.22
22 H -0.60 0.53 3.42  0.22
23 H -2.26 -3.26 -0.05  0.49
24 H -2.09 -3.26 -1.56  0.49
25 O -1.66 -2.99 -0.75  -0.98

ΔE to the lowest compared entry with this formula, charge and spin = 0.9770 eV
Charge = +1
Electronic energy = -385.20484 a.u.
Orbital gap = 9.90 eV

Entry 5:
ORCA calculation (the ωB97M-V functional and the def2-TZVPD basis) on a cluster of 2 separate species, C5H17N2O in total at a distorted geometry.

Last column: natural (NBO) charge in e.
Atoms and positions in Å:
1 C 2.04 -1.47 0.69  -0.28
2 C 0.87 -1.39 -0.30  -0.42
3 C 0.78 0.10 -1.00  -0.41
4 C -0.34 0.44 -1.92  -0.50
5 C -1.68 0.54 -1.25  -0.19
6 N -1.78 1.81 -0.24  -0.74
7 N 1.77 -0.42 1.65  -0.32
8 H 1.99 -2.42 1.15  0.27
9 H 2.96 -1.32 0.17  0.32
10 H 0.90 -2.15 -1.05  0.27
11 H -0.13 -1.66 0.19  0.23
12 H 1.61 -0.03 -1.65  0.26
13 H 0.68 0.87 -0.15  0.16
14 H -0.13 1.32 -2.62  0.27
15 H -0.39 -0.29 -2.78  0.29
16 H -2.61 0.76 -1.77  0.25
17 H -1.87 -0.26 -0.51  0.23
18 H -2.50 2.41 -0.64  0.46
19 H -1.89 1.46 0.74  0.48
20 H -0.84 2.36 -0.41  0.44
21 H 2.20 0.51 1.45  0.43
22 H 2.33 -0.58 2.57  0.45
23 H -0.32 -0.01 1.38  0.45
24 H -1.15 -0.52 2.56  0.52
25 O -1.36 0.07 1.77  -0.93

ΔE to the lowest compared entry with this formula, charge and spin = 3.5445 eV
Charge = +2
2S+1 = 2
Expectation value of S² = 0.755
Electronic energy = -384.66493 a.u.
Orbital gap (alpha / beta) = 12.00 / 5.74 eV

Entry 6:
ORCA calculation (the ωB97M-V functional and the def2-TZVPD basis) on a cluster of 3 separate species, C5H17N2O3 in total at a distorted geometry.

Last column: natural (NBO) charge in e.
Atoms and positions in Å:
1 C -0.33 0.74 -0.18  -0.29
2 N -1.08 0.21 -1.31  -0.70
3 C -1.00 -1.29 -1.50  0.15
4 O -1.34 -2.01 -0.43  -0.96
5 C 0.97 1.57 -0.42  -0.05
6 C 2.25 0.70 -0.46  -0.41
7 C 2.24 -0.30 0.69  -0.66
8 N 0.96 2.69 0.47  -0.84
9 H -1.11 1.18 0.43  0.18
10 H 0.02 -0.15 0.29  0.22
11 H -0.99 0.80 -2.29  0.33
12 H -1.60 -1.54 -2.35  0.11
13 H 0.12 -1.45 -1.76  0.03
14 H 1.11 2.05 -1.45  0.16
15 H 2.97 1.45 -0.51  0.20
16 H 2.09 0.01 -1.40  0.21
17 H 3.12 -1.03 0.46  0.20
18 H 1.26 -0.88 0.51  0.24
19 H 2.07 -0.11 1.80  0.22
20 H 0.79 2.30 1.43  0.34
21 H 0.17 3.29 0.27  0.35
22 H -2.99 -0.56 -0.38  0.52
23 H -3.62 -1.35 0.86  0.46
24 O -3.89 -0.76 0.15  -1.01
25 H -0.86 -2.16 1.69  0.51
26 H -0.89 -1.36 2.83  0.44
27 O -0.42 -2.03 2.54  -0.96

ΔE to the lowest compared entry with this formula, charge and spin = 2.7034 eV
Charge = -1
Electronic energy = -535.85980 a.u.
Orbital gap = 6.98 eV

Entry 7:
ORCA calculation (the ωB97M-V functional and the def2-TZVPD basis) on a cluster of 2 separate species, C5H17N2Si in total at a distorted geometry.

Last column: natural (NBO) charge in e.
Atoms and positions in Å:
1 C -0.47 0.51 2.13  -1.12
2 C -2.74 -1.02 0.43  -1.11
3 C -1.20 1.51 -0.89  -1.04
4 C 1.04 -1.79 0.29  0.27
5 C 0.00 -1.35 -0.67  -0.81
6 N 2.17 -1.09 0.30  -0.67
7 N 2.74 1.31 -1.47  -1.12
8 Si -1.19 -0.05 0.39  1.57
9 H -1.34 0.89 2.75  0.27
10 H 0.12 -0.36 2.48  0.23
11 H 0.03 1.54 2.11  0.27
12 H -3.40 -0.53 1.10  0.26
13 H -3.13 -1.09 -0.54  0.26
14 H -2.44 -1.88 0.81  0.23
15 H -0.32 1.53 -1.45  0.21
16 H -2.07 1.38 -1.57  0.25
17 H -1.39 2.42 -0.33  0.25
18 H 0.27 -0.73 -1.47  0.26
19 H 0.88 -2.57 1.01  0.24
20 H -0.75 -2.02 -0.87  0.26
21 H 2.79 -1.09 1.07  0.42
22 H 2.23 -0.31 -0.32  0.45
23 H 1.91 2.03 -1.32  0.38
24 H 3.59 1.83 -1.49  0.39
25 H 2.68 0.92 -2.48  0.38

ΔE to the lowest compared entry with this formula, charge and spin = 0.6430 eV
Charge = +1
Electronic energy = -599.45725 a.u.
Orbital gap = 9.93 eV

Entry 8:
ORCA calculation (the ωB97M-V functional and the def2-TZVPD basis) on a cluster of 3 separate species, C5H17N3O in total at a distorted geometry.

Last column: natural (NBO) charge in e.
Atoms and positions in Å:
1 C -2.38 -1.66 0.28  -0.62
2 C -1.81 -0.32 0.73  -0.24
3 N -1.44 0.54 -0.40  -0.16
4 N -2.60 0.84 -1.16  -0.67
5 N -0.79 1.74 0.02  -0.71
6 H -3.30 -1.51 -0.28  0.23
7 H -2.59 -2.29 1.14  0.21
8 H -1.67 -2.18 -0.37  0.20
9 H -0.89 -0.47 1.31  0.20
10 H -2.53 0.19 1.38  0.15
11 H -3.17 1.54 -0.67  0.32
12 H -2.29 1.26 -2.02  0.36
13 H -1.22 2.11 0.88  0.31
14 H 0.18 1.51 0.21  0.39
15 C 1.66 -0.58 -1.41  -0.15
16 C 1.53 -1.69 -0.60  -0.65
17 H 0.80 0.04 -1.63  0.22
18 H 2.60 -0.31 -1.86  0.19
19 H 0.54 -1.98 -0.29  0.22
20 H 2.29 -2.46 -0.64  0.22
21 C 3.08 1.27 0.99  -0.25
22 O 1.95 0.57 0.53  -0.81
23 H 4.02 0.82 0.65  0.16
24 H 3.09 1.32 2.09  0.16
25 H 3.03 2.30 0.63  0.18
26 H 1.92 -0.62 0.49  0.49

ΔE to the lowest compared entry with this formula, charge and spin = 4.9733 eV
Electronic energy = -440.03652 a.u.
Orbital gap = 9.65 eV
SMILES = CCN(N)N.C=C.CO

Entry 9:
ORCA calculation (the ωB97M-V functional and the def2-TZVPD basis) on a cluster of 2 separate species, C5H17N4O2 in total at a distorted geometry.

Last column: natural (NBO) charge in e.
Atoms and positions in Å:
1 C -2.31 1.54 0.36  -0.67
2 C -0.84 1.46 0.39  -0.44
3 C -0.68 -1.05 0.39  0.19
4 C -0.13 0.21 -0.32  -0.32
5 C 2.68 0.00 0.23  0.86
6 N -1.83 -1.72 -0.28  -0.90
7 N -0.67 0.34 -1.69  -0.72
8 N 2.46 -0.50 1.45  -0.79
9 N 2.62 -0.80 -0.87  -0.76
10 O 0.37 -1.97 0.54  -0.76
11 O 3.10 1.22 -0.06  -0.63
12 H -2.74 1.07 1.35  0.22
13 H -2.89 1.17 -0.43  0.19
14 H -2.58 2.58 0.58  0.24
15 H -0.50 2.38 -0.06  0.20
16 H -0.38 1.52 1.51  0.20
17 H -0.90 -0.69 1.38  0.15
18 H -2.63 -1.17 -0.33  0.38
19 H -2.08 -2.55 0.35  0.38
20 H -1.13 -0.51 -1.92  0.43
21 H -1.46 1.03 -1.92  0.40
22 H 2.06 -1.49 1.55  0.48
23 H 2.20 0.25 2.19  0.43
24 H 0.06 0.53 -2.52  0.41
25 H 2.19 -1.62 -0.85  0.41
26 H 3.05 -0.42 -1.80  0.43
27 H -0.03 -2.73 0.17  0.48
28 H 2.98 1.91 0.60  0.52

ΔE to the lowest compared entry with this formula, charge and spin = 2.3279 eV
Charge = +1
Electronic energy = -569.85273 a.u.
Orbital gap = 7.55 eV

Q: Among the records above, which one has the lowest electronic energy?
A: C5H16O7